DFT (ωB97M-V with the def2-TZVPD basis set) results for a single C20H20N2O5 molecule.

HOMO-LUMO gap: 7.37 eV
E: -1259.8373 a.u.
net charge: 0
HOMO level: -7.423 eV
SMILES: COCCN1Cc2cccc(C(=O)Nc3ccc4c(c3)OCCO4)c2C1=O
max |F|: 3.9 eV/Å
energy above the lowest of the compared OMol25 structures with the same formula, charge and spin: 2.024 eV

```
47
C20H20N2O5 (ωB97M-V with the def2-TZVPD basis set)
O -1.516 0.555 -2.754
O 0.354 -0.744 1.185
O 0.321 4.961 -3.352
O 1.096 -4.375 3.251
O 1.759 5.960 -1.048
N -0.755 -2.551 2.042
N 0.051 0.668 -1.117
C 1.689 3.785 -0.138
C -0.345 -2.429 3.449
C 1.276 2.455 -0.165
C 1.641 6.728 -2.251
C -2.931 -3.715 -0.630
C 0.652 4.180 -2.283
C -1.013 0.018 -1.744
C -1.662 -3.628 1.580
C -1.256 -1.996 -0.134
C -3.128 -3.142 -1.892
C -1.563 -1.313 -1.342
C 0.243 2.860 -2.307
C -0.429 -1.675 1.022
C -1.991 -3.150 0.211
C 1.074 -2.960 3.600
C 0.406 6.362 -3.135
C -2.424 -1.976 -2.245
C 1.348 4.650 -1.172
C 2.402 -5.019 3.354
C 0.499 1.994 -1.229
H 2.949 -4.912 2.441
H -2.571 -3.641 2.190
H -3.833 -3.603 -2.590
H -3.511 -4.592 -0.320
H -0.335 -1.360 3.678
H 0.411 0.205 -0.291
H 1.495 7.773 -1.961
H 1.534 1.746 0.619
H -0.317 2.547 -3.185
H -1.187 -4.607 1.594
H -0.534 6.658 -2.676
H -2.621 -1.494 -3.211
H -1.101 -2.887 4.090
H 0.475 6.844 -4.129
H 3.043 -4.638 4.193
H 2.299 4.176 0.670
H 1.411 -2.797 4.602
H 2.319 -6.100 3.493
H 2.525 6.627 -2.881
H 1.753 -2.448 2.918
```